No. 1
{
  "formula": "C46H87IN3O6PSSi",
  "method": "wB97M-V/def2-TZVPD",
  "symbols": ["C", "C", "C", "O", "O", "C", "C", "C", "C", "C", "C", "Si", "C", "C", "C", "C", "C", "C", "C", "C", "C", "C", "C", "C", "N", "C", "C", "C", "C", "C", "I", "C", "C", "P", "O", "O", "S", "H", "H", "H", "H", "H", "H", "H", "H", "H", "H", "H", "H", "H", "H", "H", "H", "H", "H", "H", "H", "H", "H", "H", "H", "H", "H", "H", "H", "H", "H", "H", "H", "H", "H", "H", "H", "H", "H", "H", "H", "H", "H", "H", "H", "H", "H", "H", "H", "H", "H", "H", "C", "C", "C", "C", "C", "C", "N", "O", "C", "C", "C", "H", "H", "H", "H", "H", "H", "H", "H", "H", "H", "H", "H", "H", "H", "H", "H", "H", "H", "C", "C", "C", "C", "C", "C", "N", "O", "C", "C", "C", "H", "H", "H", "H", "H", "H", "H", "H", "H", "H", "H", "H", "H", "H", "H", "H", "H", "H"],
  "xyz": [[-6.011, 5.284, 0.092], [-7.101, 4.430, -0.520], [-6.987, 4.241, -2.178], [-6.921, 5.352, -2.917], [-6.920, 2.855, -2.665], [-7.738, 2.642, -3.870], [-6.959, 1.444, -4.739], [-6.025, 2.126, -5.915], [-4.414, 2.056, -5.476], [-3.885, 3.440, -4.769], [-3.222, 3.250, -3.282], [-1.705, 2.067, -3.204], [-0.236, 3.103, -2.412], [1.058, 2.097, -2.146], [1.679, 2.192, -0.632], [1.061, 1.113, 0.436], [2.066, -0.113, 0.851], [2.128, -0.456, 2.452], [0.678, -0.529, 3.209], [0.088, -2.040, 3.446], [-0.458, -2.683, 2.023], [-1.730, -3.737, 2.255], [-1.730, -4.985, 1.164], [-3.238, -5.688, 1.023], [-3.965, -4.883, -0.039], [-3.584, -4.580, -1.494], [-4.696, -3.613, -2.214], [-5.844, -3.385, -1.066], [-5.312, -4.217, 0.279], [-2.118, 0.691, -1.925], [-2.713, 1.764, -0.060], [-3.335, -0.320, -2.347], [-4.789, 0.013, -1.667], [-0.965, 1.361, -5.144], [-1.222, 2.596, -6.395], [0.783, 1.058, -5.180], [-1.802, -0.260, -5.817], [-6.095, 5.809, 1.141], [-4.989, 5.383, -0.509], [-7.932, 3.905, 0.116], [-7.807, 3.559, -4.593], [-8.827, 2.255, -3.629], [-6.320, 0.846, -3.934], [-7.724, 0.648, -5.180], [-6.328, 3.239, -6.180], [-6.186, 1.486, -6.892], [-4.314, 1.096, -4.815], [-3.809, 1.921, -6.485], [-3.186, 4.063, -5.501], [-4.851, 4.123, -4.619], [-4.107, 2.896, -2.565], [-2.903, 4.317, -2.856], [-0.569, 3.660, -1.435], [0.140, 3.874, -3.241], [1.945, 2.373, -2.891], [0.790, 0.964, -2.338], [2.838, 2.033, -0.700], [1.510, 3.312, -0.261], [0.653, 1.659, 1.403], [0.128, 0.605, -0.108], [3.181, 0.163, 0.525], [1.778, -1.064, 0.222], [2.606, -1.546, 2.540], [2.881, 0.249, 3.052], [-0.176, 0.106, 2.723], [0.848, -0.067, 4.297], [-0.881, -1.915, 4.129], [0.805, -2.754, 4.046], [0.457, -3.174, 1.482], [-0.874, -1.768, 1.395], [-2.771, -3.182, 2.192], [-1.625, -4.111, 3.365], [-1.335, -4.536, 0.156], [-0.964, -5.783, 1.568], [-3.789, -5.447, 2.054], [-3.172, -6.839, 0.801], [-2.607, -4.985, -2.018], [-4.702, -3.168, -3.297], [-6.840, -2.745, -1.137], [-5.869, -4.279, 1.314], [-1.150, 0.043, -1.783], [-3.020, -1.400, -1.948], [-3.510, -0.444, -3.497], [-5.151, 1.133, -1.814], [-4.889, -0.349, -0.536], [-5.590, -0.645, -2.261], [-1.035, 3.508, -5.985], [1.159, 2.006, -5.120], [4.172, -5.775, 8.058], [2.910, -5.021, 7.543], [1.734, -5.166, 8.549], [1.068, -6.535, 8.520], [0.625, -6.881, 7.102], [1.782, -6.794, 6.075], [2.554, -5.500, 6.163], [1.762, -4.500, 5.565], [2.723, -8.010, 6.288], [1.201, -7.044, 4.644], [3.361, -3.520, 7.586], [4.116, -5.964, 9.136], [4.361, -6.730, 7.576], [5.090, -5.200, 7.876], [0.966, -4.409, 8.335], [2.078, -4.958, 9.571], [1.751, -7.295, 8.915], [0.196, -6.531, 9.183], [0.193, -7.892, 7.103], [-0.190, -6.205, 6.814], [3.640, -7.912, 5.696], [2.242, -8.946, 5.976], [2.994, -8.169, 7.334], [0.401, -6.340, 4.382], [0.756, -8.043, 4.568], [1.984, -6.974, 3.876], [4.162, -3.322, 6.863], [3.743, -3.259, 8.580], [2.538, -2.823, 7.380], [7.545, 6.324, -3.295], [6.611, 5.792, -2.167], [6.859, 4.277, -1.918], [6.265, 3.375, -2.990], [4.779, 3.669, -3.168], [4.494, 5.163, -3.466], [5.178, 6.097, -2.499], [4.451, 6.056, -1.293], [4.929, 5.466, -4.925], [2.945, 5.378, -3.508], [7.134, 6.551, -0.898], [8.401, 5.659, -3.457], [7.061, 6.462, -4.258], [7.946, 7.318, -3.055], [6.428, 3.984, -0.949], [7.934, 4.074, -1.836], [6.806, 3.503, -3.933], [6.396, 2.327, -2.699], [4.388, 3.038, -3.980], [4.247, 3.354, -2.261], [4.898, 6.541, -5.134], [4.262, 4.982, -5.649], [5.926, 5.089, -5.166], [2.449, 5.071, -2.579], [2.485, 4.782, -4.304], [2.693, 6.431, -3.699], [6.952, 7.631, -0.975], [8.215, 6.408, -0.779], [6.673, 6.193, 0.032]],
  "orbital_gap_ev": [7.5, 7.1],
  "energy_ev": -101950.1115,
  "homo_ev": [-7.63, -7.63],
  "spin_multiplicity": 3,
  "molar_mass_g_mol": 996.25
}

=====

No. 2
{
  "formula": "C46H88Ag2FN3O12",
  "method": "wB97M-V/def2-TZVPD",
  "symbols": ["Ag", "Ag", "F", "C", "C", "C", "O", "H", "H", "H", "H", "H", "H", "H", "C", "C", "C", "C", "C", "C", "N", "O", "C", "C", "C", "H", "H", "H", "H", "H", "H", "H", "H", "H", "H", "H", "H", "H", "H", "H", "H", "H", "H", "H", "C", "C", "C", "C", "C", "C", "N", "O", "C", "C", "C", "H", "H", "H", "H", "H", "H", "H", "H", "H", "H", "H", "H", "H", "H", "H", "H", "H", "H", "H", "C", "C", "C", "C", "C", "C", "N", "O", "C", "C", "C", "H", "H", "H", "H", "H", "H", "H", "H", "H", "H", "H", "H", "H", "H", "H", "H", "H", "H", "H", "O", "C", "O", "C", "C", "C", "H", "H", "H", "H", "H", "H", "O", "C", "O", "C", "C", "C", "H", "H", "H", "H", "H", "H", "O", "C", "O", "C", "C", "C", "H", "H", "H", "H", "H", "H", "O", "C", "O", "C", "C", "C", "H", "H", "H", "H", "H", "H"],
  "xyz": [[3.232, 3.049, -1.700], [3.911, 1.707, 1.613], [5.046, 2.441, -0.283], [0.486, 0.301, 0.952], [1.282, 0.762, -0.230], [0.572, 1.175, -1.485], [2.213, 1.796, -0.038], [-0.170, -0.546, 0.748], [-0.127, 1.100, 1.369], [1.182, -0.012, 1.730], [1.908, -0.118, -0.373], [1.010, 1.065, -2.477], [-0.010, 2.092, -1.575], [-0.171, 0.378, -1.476], [-2.504, 2.293, 4.985], [-1.256, 1.436, 5.284], [-0.046, 2.200, 4.524], [0.531, 3.374, 5.414], [1.036, 2.760, 6.733], [-0.205, 2.320, 7.526], [-1.037, 1.313, 6.745], [-2.156, 0.733, 7.382], [0.346, 1.691, 8.831], [-1.038, 3.417, 8.123], [-1.421, 0.098, 4.589], [-2.131, 3.297, 5.189], [-3.311, 2.182, 5.709], [-2.847, 2.314, 3.950], [0.741, 1.467, 4.347], [-0.441, 2.627, 3.602], [-0.124, 4.246, 5.411], [1.393, 3.797, 4.899], [1.680, 3.469, 7.254], [1.701, 1.942, 6.459], [0.935, 2.353, 9.466], [-0.327, 1.354, 9.620], [0.927, 0.806, 8.573], [-1.905, 3.007, 8.641], [-0.466, 4.052, 8.800], [-1.468, 4.170, 7.463], [-2.058, -0.542, 5.200], [-0.449, -0.360, 4.405], [-1.802, 0.245, 3.578], [-2.857, 1.286, 7.029], [-5.217, -0.080, 1.864], [-4.461, -0.341, 0.538], [-4.229, -1.829, 0.439], [-3.903, -2.283, -1.058], [-4.825, -1.542, -2.087], [-5.100, -0.015, -1.974], [-5.275, 0.211, -0.606], [-5.662, 1.620, -0.380], [-3.831, 0.668, -2.406], [-6.281, 0.401, -2.872], [-3.016, 0.294, 0.512], [-4.799, -0.764, 2.602], [-6.300, -0.192, 1.925], [-4.977, 0.980, 1.947], [-3.424, -2.115, 1.115], [-4.976, -2.436, 0.949], [-4.146, -3.331, -1.236], [-2.850, -2.061, -1.231], [-5.822, -1.959, -1.947], [-4.469, -1.671, -3.110], [-3.911, 0.993, -3.443], [-3.669, 1.539, -1.771], [-2.927, 0.079, -2.249], [-6.417, 1.482, -2.879], [-6.198, 0.117, -3.921], [-7.247, 0.227, -2.397], [-2.295, -0.222, -0.121], [-2.488, 0.425, 1.457], [-2.965, 1.363, 0.302], [-6.459, 1.553, 0.151], [0.545, -3.492, -1.666], [0.290, -3.668, -3.191], [-0.872, -4.649, -3.292], [-1.460, -4.800, -4.764], [-1.984, -3.431, -5.303], [-0.861, -2.321, -5.209], [-0.143, -2.378, -3.855], [0.739, -1.392, -3.787], [0.112, -2.507, -6.410], [-1.540, -0.889, -5.428], [1.608, -4.279, -3.883], [0.926, -4.405, -1.210], [-0.265, -3.082, -1.063], [1.263, -2.697, -1.464], [-0.658, -5.615, -2.834], [-1.694, -4.238, -2.707], [-2.116, -5.655, -4.602], [-0.740, -5.163, -5.497], [-2.807, -3.269, -4.607], [-2.176, -3.637, -6.356], [0.788, -1.673, -6.600], [0.740, -3.394, -6.321], [-0.537, -2.575, -7.283], [-0.926, -0.097, -5.857], [-2.366, -0.991, -6.132], [-2.040, -0.599, -4.503], [2.252, -4.855, -3.218], [2.237, -3.421, -4.119], [1.485, -4.721, -4.872], [0.352, -0.830, -3.112], [3.325, 1.229, -3.095], [3.744, 0.518, -4.058], [5.002, -0.082, -4.035], [5.304, -0.364, -5.373], [3.969, -0.335, -6.277], [3.079, 0.550, -5.388], [5.739, -1.355, -5.499], [5.967, 0.373, -5.827], [3.512, -1.324, -6.289], [4.073, -0.096, -7.335], [2.079, 0.145, -5.228], [2.965, 1.546, -5.815], [4.364, -0.452, 0.987], [4.651, -1.317, 0.199], [5.224, -1.110, -1.051], [5.011, -2.174, -1.982], [4.859, -3.349, -1.032], [4.368, -2.788, 0.295], [5.570, -2.377, -2.895], [4.098, -1.799, -2.444], [5.814, -3.874, -0.994], [4.082, -3.909, -1.552], [5.071, -3.075, 1.077], [3.350, -3.105, 0.519], [3.337, 0.632, 3.534], [3.768, -0.127, 4.426], [4.716, -1.164, 4.172], [5.250, -1.699, 5.357], [4.282, -1.311, 6.481], [3.514, -0.122, 5.942], [6.158, -1.181, 5.665], [5.433, -2.774, 5.357], [4.628, -1.083, 7.489], [3.676, -2.194, 6.683], [3.883, 0.729, 6.514], [2.486, -0.299, 6.258], [1.632, 3.984, -2.752], [0.548, 4.673, -2.731], [0.188, 5.306, -3.758], [-1.038, 6.042, -3.603], [-1.521, 5.624, -2.179], [-0.364, 4.877, -1.539], [-1.860, 5.842, -4.291], [-0.735, 7.068, -3.812], [-2.330, 4.896, -2.233], [-1.903, 6.429, -1.550], [-0.643, 3.914, -1.112], [-0.141, 5.539, -0.701]],
  "orbital_gap_ev": [6.2, 1.7],
  "energy_ev": -88858.1470,
  "homo_ev": [-11.46, -11.46],
  "spin_multiplicity": 3,
  "total_charge": 2,
  "molar_mass_g_mol": 1109.95
}

=====

No. 3
{
  "formula": "C46H89N7O10",
  "method": "wB97M-V/def2-TZVPD",
  "symbols": ["C", "C", "C", "C", "C", "C", "C", "C", "C", "C", "N", "C", "C", "C", "C", "C", "C", "N", "H", "H", "H", "H", "H", "H", "H", "H", "H", "H", "H", "H", "H", "H", "C", "O", "C", "C", "N", "C", "C", "O", "C", "H", "H", "H", "H", "H", "H", "H", "H", "H", "H", "H", "H", "H", "H", "H", "C", "O", "C", "C", "N", "C", "C", "O", "C", "H", "H", "H", "H", "H", "H", "H", "H", "H", "H", "H", "H", "H", "H", "H", "C", "O", "C", "C", "N", "C", "C", "O", "C", "H", "H", "H", "H", "H", "H", "H", "H", "H", "H", "H", "H", "H", "H", "H", "C", "O", "C", "C", "N", "C", "C", "O", "C", "H", "H", "H", "H", "H", "H", "H", "H", "H", "H", "H", "H", "H", "H", "H", "C", "O", "C", "C", "N", "C", "C", "O", "C", "H", "H", "H", "H", "H", "H", "H", "H", "H", "H", "H", "H", "H", "H", "H"],
  "xyz": [[-0.913, 2.379, -1.586], [-0.797, 0.849, -0.942], [-2.135, 0.125, -0.264], [-2.045, -1.384, 0.411], [-0.588, -2.189, 0.400], [0.770, -1.512, -0.279], [0.613, 0.010, -0.927], [1.946, 0.777, -1.585], [2.540, 1.721, -0.349], [2.836, 3.300, -0.605], [3.348, 4.291, 0.402], [3.528, 3.589, 1.718], [4.086, 4.513, 2.987], [4.383, 3.895, 4.502], [4.102, 2.296, 4.787], [3.547, 1.383, 3.537], [3.274, 2.010, 2.016], [2.782, 1.048, 0.972], [-2.000, 2.470, -2.021], [-0.172, 2.563, -2.481], [-0.676, 3.186, -0.746], [-3.132, 0.768, -0.310], [-3.017, -1.846, 0.908], [-0.584, -3.246, 0.917], [1.795, -2.120, -0.283], [1.669, 1.388, -2.546], [2.791, -0.039, -1.797], [2.624, 3.716, -1.703], [4.325, 5.675, 2.861], [4.795, 4.566, 5.378], [4.268, 1.775, 5.825], [3.347, 0.221, 3.695], [1.291, 7.551, 3.036], [0.711, 6.670, 3.988], [-0.499, 7.184, 4.562], [-1.702, 6.336, 4.119], [-1.995, 6.539, 2.696], [-2.969, 5.581, 2.158], [-2.550, 4.098, 2.121], [-1.485, 3.822, 1.208], [-0.184, 4.003, 1.752], [2.261, 7.145, 2.743], [0.664, 7.620, 2.140], [1.445, 8.545, 3.464], [-0.648, 8.246, 4.333], [-0.392, 7.095, 5.648], [-2.577, 6.617, 4.711], [-1.462, 5.288, 4.326], [-1.133, 6.448, 2.162], [-3.181, 5.897, 1.131], [-3.909, 5.677, 2.716], [-3.411, 3.530, 1.749], [-2.333, 3.693, 3.115], [-0.143, 3.784, 2.823], [0.167, 5.017, 1.554], [0.496, 3.319, 1.236], [-0.804, -1.836, 4.423], [-0.096, -2.814, 5.171], [1.327, -2.656, 5.095], [1.893, -2.245, 6.463], [1.508, -0.871, 6.803], [1.807, -0.506, 8.193], [1.045, -1.262, 9.298], [-0.357, -0.986, 9.324], [-1.135, -1.804, 8.460], [-1.864, -2.099, 4.434], [-0.692, -0.846, 4.878], [-0.462, -1.813, 3.385], [1.625, -1.953, 4.307], [1.737, -3.637, 4.830], [2.984, -2.317, 6.438], [1.513, -2.954, 7.206], [0.507, -0.760, 6.654], [1.574, 0.560, 8.291], [2.887, -0.608, 8.363], [1.433, -0.906, 10.259], [1.234, -2.341, 9.283], [-0.712, -2.806, 8.339], [-1.253, -1.319, 7.490], [-2.133, -1.903, 8.896], [4.806, -6.209, -5.110], [3.894, -6.707, -4.141], [4.500, -7.623, -3.220], [4.544, -7.012, -1.811], [5.512, -5.912, -1.741], [5.425, -5.134, -0.500], [4.125, -4.342, -0.256], [3.926, -3.264, -1.174], [3.277, -3.633, -2.383], [4.243, -5.622, -5.839], [5.548, -5.554, -4.642], [5.306, -7.028, -5.635], [5.495, -7.946, -3.550], [3.859, -8.511, -3.194], [4.826, -7.786, -1.091], [3.534, -6.663, -1.569], [5.354, -5.281, -2.524], [6.255, -4.420, -0.521], [5.607, -5.801, 0.353], [4.213, -3.875, 0.732], [3.239, -4.984, -0.204], [2.569, -4.456, -2.245], [4.017, -3.889, -3.143], [2.724, -2.763, -2.750], [-4.961, -5.682, -4.784], [-4.095, -6.712, -4.330], [-2.857, -6.762, -5.052], [-1.688, -6.366, -4.136], [-1.731, -4.935, -3.813], [-0.792, -4.547, -2.754], [-1.037, -5.130, -1.348], [-2.234, -4.656, -0.728], [-3.401, -5.398, -1.057], [-5.919, -5.792, -4.271], [-4.553, -4.696, -4.540], [-5.133, -5.761, -5.862], [-2.882, -6.149, -5.961], [-2.718, -7.803, -5.362], [-0.744, -6.594, -4.638], [-1.756, -6.975, -3.229], [-2.672, -4.691, -3.510], [-0.842, -3.455, -2.679], [0.228, -4.792, -3.074], [-0.217, -4.784, -0.709], [-0.989, -6.224, -1.328], [-3.187, -6.455, -1.243], [-3.900, -4.951, -1.918], [-4.093, -5.332, -0.212], [-4.784, 5.020, -7.754], [-4.076, 4.041, -7.006], [-2.653, 4.199, -7.082], [-2.087, 4.611, -5.714], [-2.472, 5.985, -5.375], [-2.173, 6.350, -3.984], [-2.935, 5.593, -2.879], [-4.337, 5.870, -2.853], [-5.115, 5.052, -3.717], [-5.844, 4.757, -7.743], [-4.673, 6.010, -7.300], [-4.442, 5.043, -8.792], [-2.355, 4.903, -7.870], [-2.243, 3.219, -7.347], [-0.996, 4.539, -5.739], [-2.467, 3.901, -4.971], [-3.473, 6.096, -5.523], [-2.406, 7.416, -3.886], [-1.093, 6.247, -3.814], [-2.547, 5.950, -1.918], [-2.747, 4.515, -2.895], [-4.692, 4.050, -3.838], [-5.233, 5.537, -4.687], [-6.113, 4.953, -3.281]],
  "orbital_gap_ev": 6.9,
  "energy_ev": -80024.5516,
  "homo_ev": -8.00,
  "molar_mass_g_mol": 900.26
}